Entry 1:
Computed, not measured: 2 unconnected molecules or ions with the total composition C3H7OPS2, with wB97M-V/def2-TZVPD.

Computed properties:
HOMO energy (alpha / beta) ... -8.110 / -8.109 eV
Strongest force on any atom ... 3.6 eV Å⁻¹
E_tot ... -1331.42640 Ha
ΔE to the lowest compared entry with this formula, charge and spin ... 241.73 kJ/mol
Gap between HOMO and LUMO (alpha / beta) ... 7.2 / 7.2 eV

CARTESIAN COORDINATES (ANGSTROEM)
C1 0.91411 -0.79688 -1.12778
C2 2.27841 -0.55048 -0.61871
C3 -2.72992 0.55055 1.40634
O1 0.24476 0.46761 -1.53524
P1 0.42555 1.66542 -0.38776
S1 2.46491 1.16110 -0.06714
S2 -0.99829 0.60400 1.95518
H1 0.93666 -1.32059 -1.98497
H2 0.35651 -1.30633 -0.43903
H3 2.41255 -1.13638 0.28145
H4 3.00169 -0.68496 -1.36755
H5 -3.33006 0.40590 2.30062
H6 -2.84435 -0.40071 0.75897
H7 -3.13251 1.34175 0.82562

Force components x, y, z for each atom (eV/Å):
C -0.3 3.3 -0.3
C 0.0 0.7 1.4
C 0.4 -3.0 -0.9
O 0.2 0.0 2.0
P -0.4 -1.7 0.3
S -0.8 0.7 0.4
S 1.1 1.0 -1.8
H 0.1 -2.0 -3.0
H -1.8 -0.9 1.9
H 0.5 -0.4 -0.2
H 1.1 -0.5 -0.7
H -0.1 0.1 0.1
H -0.1 1.4 1.0
H 0.0 1.1 -0.3

Here are the Löwdin charges for atoms 1 to 5, given in e: atom 1 (C): -0.2862, atom 2 (C): -0.5076, atom 3 (C): -0.5981, atom 4 (O): -0.5062, atom 5 (P): 0.6737



Entry 2:
Computed, not measured: a molecular structure, C40H45BrCoN4OSSi, with wB97M-V/def2-TZVPD.

Computed properties:
HOMO energy (alpha / beta) ... -6.479 / -6.970 eV
Strongest force on any atom ... 0.6 eV Å⁻¹
E_tot ... -6490.00630 Ha
ΔE to the lowest compared entry with this formula, charge and spin ... 92.69 kJ/mol
Gap between HOMO and LUMO (alpha / beta) ... 5.8 / 6.2 eV
2S+1 ... 4

CARTESIAN COORDINATES (ANGSTROEM)
Co1 -0.56321 -0.48398 -0.79454
C1 3.47253 1.08771 0.37187
C2 2.25280 0.29506 0.01675
N1 1.05382 0.70869 0.18016
N2 0.85224 1.92135 0.73805
C3 -0.42088 2.39364 0.95295
N3 -0.42791 3.60085 1.57860
S1 -1.77404 1.60316 0.47745
C4 2.37728 -1.07815 -0.53173
C5 3.54303 -1.81221 -0.38030
C6 3.57518 -3.11993 -0.84048
C7 2.44536 -3.64444 -1.43753
C8 1.31654 -2.84800 -1.53749
N4 1.27855 -1.59165 -1.10176
H1 3.34642 2.14014 0.10906
H2 4.33744 0.73279 -0.18096
H3 3.69971 1.02010 1.43921
H4 1.64816 2.47904 1.00579
H5 0.34216 3.87901 2.16495
H6 -1.33705 3.93827 1.84594
H7 4.40118 -1.38672 0.11805
H8 4.46734 -3.71928 -0.71884
H9 2.41311 -4.66144 -1.80097
H10 0.39720 -3.23666 -1.95596
C9 -3.44840 5.62916 -3.59554
C10 -3.77376 4.49914 -4.58268
C11 -3.00652 4.73908 -5.88936
C12 -5.26968 4.54547 -4.89702
C13 -3.36062 3.16512 -3.96394
C14 -2.01629 2.86428 -3.77601
C15 -1.67623 1.69006 -3.14506
Br1 0.18065 1.31919 -2.89923
C16 -2.57707 0.73152 -2.64030
O1 -2.16923 -0.30295 -1.95549
C17 -3.94201 1.00585 -2.90741
C18 -4.27288 2.21394 -3.52195
C19 -5.11274 0.08005 -2.52438
C20 -4.69562 -1.29492 -1.99809
C21 -5.96071 0.76680 -1.44343
C22 -5.98367 -0.17947 -3.76671
H11 -3.73079 6.60004 -4.01168
H12 -2.38057 5.65225 -3.36922
H13 -3.98680 5.48578 -2.65673
H14 -3.33548 5.67196 -6.35367
H15 -3.17772 3.92490 -6.59583
H16 -1.93182 4.81792 -5.72144
H17 -5.51029 5.49157 -5.38610
H18 -5.87687 4.47940 -3.99239
H19 -5.56357 3.73440 -5.56642
H20 -1.23297 3.53733 -4.09854
H21 -5.32495 2.41889 -3.65847
H22 -4.11598 -1.23948 -1.08116
H23 -4.09575 -1.83615 -2.72939
H24 -5.59937 -1.87823 -1.79965
H25 -5.34760 1.01114 -0.57264
H26 -6.76314 0.09994 -1.11744
H27 -6.41502 1.69174 -1.80402
H28 -5.39888 -0.67595 -4.54355
H29 -6.39828 0.73484 -4.18990
H30 -6.81821 -0.83250 -3.49984
C23 -4.74125 -1.47678 3.87287
C24 -4.79861 -0.81591 2.65367
C25 -3.81990 -1.04221 1.69634
C26 -2.76540 -1.93172 1.91679
C27 -2.73177 -2.58643 3.15202
C28 -3.70308 -2.36409 4.11977
Si1 -1.48164 -2.26363 0.55686
C29 -0.06462 -3.15886 1.48298
C30 0.77451 -2.37794 2.28928
C31 1.86479 -2.91650 2.95677
C32 2.15849 -4.26869 2.82427
C33 1.34728 -5.06502 2.03012
C34 0.25164 -4.51448 1.37239
C35 -2.27216 -3.63601 -0.50711
C36 -2.20302 -3.62820 -1.90169
C37 -2.74363 -4.65346 -2.66840
C38 -3.38848 -5.71462 -2.05075
C39 -3.49587 -5.73519 -0.66618
C40 -2.94624 -4.70794 0.08808
H31 -5.50107 -1.30214 4.62465
H32 -5.60548 -0.12303 2.44657
H33 -3.88847 -0.52176 0.74642
H34 -1.92564 -3.27899 3.37093
H35 -3.64967 -2.88629 5.06762
H36 0.55877 -1.31690 2.39906
H37 2.48578 -2.28605 3.58355
H38 3.00724 -4.69714 3.34331
H39 1.56361 -6.12185 1.92547
H40 -0.36785 -5.15751 0.75622
H41 -1.76872 -2.77131 -2.40934
H42 -2.68082 -4.61045 -3.74937
H43 -3.81996 -6.51145 -2.64386
H44 -4.01474 -6.54893 -0.17390
H45 -3.05162 -4.73947 1.16793

Force components x, y, z for each atom (eV/Å):
Co -0.5 0.1 0.0
C 0.0 0.0 0.0
C 0.1 -0.2 -0.1
N 0.0 0.0 0.0
N -0.1 0.0 0.1
C 0.2 0.1 0.0
N -0.1 0.0 0.0
S -0.1 -0.1 0.0
C 0.0 0.2 0.1
C 0.0 -0.1 0.0
C 0.0 0.1 0.0
C -0.1 0.0 0.0
C 0.0 0.0 0.0
N 0.1 0.1 -0.2
H 0.0 0.0 0.0
H 0.0 0.0 0.0
H 0.0 0.0 0.0
H 0.0 0.0 0.0
H 0.0 0.0 0.0
H 0.0 0.0 0.0
H 0.0 0.0 0.0
H 0.0 0.0 0.0
H 0.0 0.0 0.0
H 0.0 0.0 0.0
C 0.0 0.0 0.0
C 0.0 0.0 0.0
C 0.0 0.0 0.0
C 0.0 0.0 0.0
C 0.0 0.0 0.0
C -0.1 0.0 0.0
C 0.1 0.0 0.0
Br 0.2 0.0 -0.1
C -0.1 0.0 0.1
O 0.4 0.0 -0.1
C -0.1 0.1 0.0
C 0.0 -0.1 0.0
C 0.1 0.0 0.0
C 0.0 -0.1 0.0
C 0.0 0.0 0.0
C 0.0 0.0 0.0
H 0.0 0.0 0.0
H 0.0 0.0 0.0
H 0.0 0.0 0.0
H 0.0 0.0 0.0
H 0.0 0.0 0.0
H 0.0 0.0 0.0
H 0.0 0.0 0.0
H 0.0 0.0 0.0
H 0.0 0.0 0.0
H 0.0 0.0 0.0
H 0.0 0.0 0.0
H -0.1 0.0 -0.1
H 0.0 0.0 0.0
H 0.0 0.0 0.0
H 0.0 0.0 0.0
H 0.0 0.0 0.0
H 0.0 0.0 0.0
H 0.0 0.0 0.0
H 0.0 0.0 0.0
H 0.0 0.0 0.0
C 0.0 0.0 0.0
C 0.0 0.0 0.0
C 0.0 0.0 -0.1
C 0.0 0.0 0.1
C 0.1 0.0 0.0
C 0.0 0.0 0.0
Si 0.0 -0.2 0.2
C 0.0 0.0 0.0
C 0.0 0.0 0.0
C 0.0 0.0 0.0
C 0.0 0.0 0.0
C 0.0 0.0 0.0
C 0.0 0.0 -0.1
C -0.1 0.0 0.0
C 0.0 0.1 0.0
C 0.0 0.0 0.0
C 0.0 0.0 0.0
C 0.0 0.0 0.0
C 0.0 0.0 0.0
H 0.0 0.0 0.0
H 0.0 0.0 0.0
H 0.0 0.0 0.1
H 0.0 0.0 0.0
H 0.0 0.0 0.0
H 0.0 0.0 0.0
H 0.0 0.0 0.0
H 0.0 0.0 0.0
H 0.0 0.0 0.0
H 0.0 0.0 0.0
H 0.0 0.0 0.0
H 0.0 0.0 0.0
H 0.0 0.0 0.0
H 0.0 0.0 0.0
H 0.0 0.0 0.0

Here are the Löwdin charges for atoms 1 to 5, given in e: atom 1 (Co): 0.3756, atom 2 (C): -0.0095, atom 3 (C): -0.2586, atom 4 (N): 0.0017, atom 5 (N): -0.0045



Entry 3:
Computed, not measured: CH4N2O2S in the gas phase, with wB97M-V/def2-TZVPD.

Computed properties:
HOMO energy (alpha / beta) ... -5.835 / -10.722 eV
Strongest force on any atom ... 8.7 eV Å⁻¹
E_tot ... -698.38764 Ha
ΔE to the lowest compared entry with this formula, charge and spin ... 350.86 kJ/mol
Gap between HOMO and LUMO (alpha / beta) ... 6.1 / 7.0 eV
2S+1 ... 3

CARTESIAN COORDINATES (ANGSTROEM)
C1 -1.38851 0.04457 -0.25662
N1 0.90213 0.92103 0.52535
N2 -0.41592 -0.02775 0.71268
O1 3.04510 0.48394 -0.59557
O2 1.65020 -1.52429 -0.16658
S1 1.88636 -0.11988 -0.05254
H1 -0.94872 -0.14239 -1.33195
H2 -1.97686 -0.76353 -0.05719
H3 -1.92994 0.92549 -0.44977
H4 -0.82384 0.20281 1.67219

Force components x, y, z for each atom (eV/Å):
C 1.9 -1.0 -4.9
N -7.2 -0.3 1.0
N 2.7 4.8 2.8
O 1.0 1.9 -3.3
O -2.2 -1.6 -2.2
S 6.4 -3.0 5.1
H -0.4 0.1 2.0
H -2.4 -2.1 0.3
H -0.7 1.5 0.7
H 1.0 -0.3 -1.5

Here are the Löwdin charges for atoms 1 to 5, given in e: atom 1 (C): -0.1450, atom 2 (N): -0.1198, atom 3 (N): -0.0379, atom 4 (O): -0.3462, atom 5 (O): -0.3550



Entry 4:
Computed, not measured: 2 unconnected molecules or ions with the total composition C9H14N4OS, with wB97M-V/def2-TZVPD.

Computed properties:
HOMO energy (alpha / beta) ... -7.400 / -7.585 eV
Strongest force on any atom ... 3.1 eV Å⁻¹
E_tot ... -1043.60899 Ha
ΔE to the lowest compared entry with this formula, charge and spin ... 483.07 kJ/mol
Gap between HOMO and LUMO (alpha / beta) ... 6.2 / 7.2 eV

CARTESIAN COORDINATES (ANGSTROEM)
C1 -2.81044 0.21738 2.90387
C2 -3.16716 -1.11615 2.90905
C3 -1.52978 0.24028 2.33289
C4 0.76808 -0.30487 0.96183
C5 -0.03754 -1.43908 1.54484
C6 0.43210 -1.53875 -1.22688
C7 1.89335 0.50031 -1.13053
C8 -0.58179 0.72355 -0.97887
C9 0.61521 -0.15338 -0.60616
N1 -2.20525 -1.91108 2.41515
N2 -0.64781 1.19406 2.15087
N3 0.41292 1.03322 1.51336
N4 -1.23090 -1.11266 2.02170
O1 1.16024 3.62696 0.39477
S1 1.57219 3.09882 1.87846
H1 -3.37253 1.06398 3.23584
H2 -4.08084 -1.55760 3.25643
H3 1.82989 -0.49946 1.14705
H4 0.38548 -2.40238 1.75778
H5 0.39692 -1.44902 -2.31066
H6 -0.49967 -1.98950 -0.89061
H7 1.25415 -2.19892 -0.96393
H8 2.10342 1.40926 -0.57142
H9 2.73891 -0.17748 -1.03326
H10 1.78235 0.76625 -2.18034
H11 -1.50191 0.36481 -0.52227
H12 -0.71436 0.71451 -2.05836
H13 -0.41005 1.75130 -0.67134
H14 0.27195 4.00877 0.41737

Force components x, y, z for each atom (eV/Å):
C 1.0 0.4 -0.4
C 0.4 -0.4 -0.1
C -1.7 -2.5 0.2
C -0.8 -0.4 -0.2
C 1.3 0.7 -0.2
C 0.0 0.3 0.1
C -0.2 0.0 0.1
C 0.1 -0.1 0.1
C 0.1 -0.1 -0.2
N -0.5 -0.8 0.0
N 1.0 2.0 -0.4
N 0.0 -0.8 0.2
N -0.9 1.6 0.7
O -0.3 0.1 -0.6
S 0.8 0.6 0.8
H -0.1 0.2 0.1
H -0.1 -0.1 0.1
H -0.1 0.2 0.1
H -0.2 -0.3 -0.1
H 0.0 0.0 -0.1
H -0.1 -0.1 0.0
H 0.1 -0.2 0.0
H 0.1 0.1 0.0
H 0.1 -0.1 0.0
H 0.0 0.0 -0.1
H -0.2 0.0 0.0
H 0.0 0.0 -0.1
H 0.0 0.1 0.0
H 0.1 0.0 0.1

Here are the Löwdin charges for atoms 1 to 5, given in e: atom 1 (C): 0.0095, atom 2 (C): -0.1340, atom 3 (C): -0.2611, atom 4 (C): -0.2166, atom 5 (C): 0.0294



Q: Look up the strongest force on any atom of the second one.
A: 0.6 eV Å⁻¹



Repeat the first record exactly.
Computed, not measured: 2 unconnected molecules or ions with the total composition C3H7OPS2, with wB97M-V/def2-TZVPD.

Computed properties:
HOMO energy (alpha / beta) ... -8.110 / -8.109 eV
Strongest force on any atom ... 3.6 eV Å⁻¹
E_tot ... -1331.42640 Ha
ΔE to the lowest compared entry with this formula, charge and spin ... 241.73 kJ/mol
Gap between HOMO and LUMO (alpha / beta) ... 7.2 / 7.2 eV

CARTESIAN COORDINATES (ANGSTROEM)
C1 0.91411 -0.79688 -1.12778
C2 2.27841 -0.55048 -0.61871
C3 -2.72992 0.55055 1.40634
O1 0.24476 0.46761 -1.53524
P1 0.42555 1.66542 -0.38776
S1 2.46491 1.16110 -0.06714
S2 -0.99829 0.60400 1.95518
H1 0.93666 -1.32059 -1.98497
H2 0.35651 -1.30633 -0.43903
H3 2.41255 -1.13638 0.28145
H4 3.00169 -0.68496 -1.36755
H5 -3.33006 0.40590 2.30062
H6 -2.84435 -0.40071 0.75897
H7 -3.13251 1.34175 0.82562

Force components x, y, z for each atom (eV/Å):
C -0.3 3.3 -0.3
C 0.0 0.7 1.4
C 0.4 -3.0 -0.9
O 0.2 0.0 2.0
P -0.4 -1.7 0.3
S -0.8 0.7 0.4
S 1.1 1.0 -1.8
H 0.1 -2.0 -3.0
H -1.8 -0.9 1.9
H 0.5 -0.4 -0.2
H 1.1 -0.5 -0.7
H -0.1 0.1 0.1
H -0.1 1.4 1.0
H 0.0 1.1 -0.3

Here are the Löwdin charges for atoms 1 to 5, given in e: atom 1 (C): -0.2862, atom 2 (C): -0.5076, atom 3 (C): -0.5981, atom 4 (O): -0.5062, atom 5 (P): 0.6737



Q: Which formula does entry 2 have?
A: C40H45BrCoN4OSSi